# 1
C5H7NO | ωB97M-V/def2-TZVPD

The geometry in XYZ format:
```
14
Properties=species:S:1:pos:R:3
C -2.25307 -0.87542 0.17016
C -0.82105 -0.47980 0.08146
C -0.20062 0.59258 -0.47543
C 1.19864 0.45918 -0.18942
N 2.22608 1.31257 -0.62022
C 1.30749 -0.68561 0.52778
O 0.08343 -1.27527 0.69270
H -2.44228 -1.83523 -0.32262
H -2.87097 -0.10842 -0.30514
H -2.56075 -0.97354 1.21671
H -0.67578 1.40096 -1.00855
H 1.90042 2.25674 -0.77629
H 3.01415 1.32614 0.01536
H 2.14100 -1.16713 1.00277
```

Results
- relative energy (zero: lowest compared OMol25 entry of this formula, charge and spin) (kJ/mol) = 68.0
- charge = 0
- LUMO energy (eV) = 1.064
- structure (SMILES) = Cc1cc(N)co1
- HOMO (hartree) = -0.2877
- DFT total energy (eV) = -8835.4985

Atomic partial charges in e from the Mulliken method, atoms 1 to 5: atom 1 (C): -1.119, atom 2 (C): 0.365, atom 3 (C): -0.592, atom 4 (C): 0.863, atom 5 (N): -0.560

---

# 2
C7H12N3 | ωB97M-V/def2-TZVPD

The geometry in XYZ format:
```
22
Properties=species:S:1:pos:R:3
C 2.22145 -0.38267 -0.95799
C -0.68410 -1.37417 -0.50639
C -0.90403 -0.84885 0.80974
C 0.44538 -0.56447 1.51505
C 1.48054 -1.22285 2.09121
C -1.06180 2.13818 -0.79722
C 0.04604 1.58432 0.21274
N 3.35351 -0.38916 -0.87274
N -1.58699 -2.19493 -1.02184
N -0.24807 0.48650 1.07639
H 0.14832 -1.27878 -1.12786
H -1.88186 -1.17554 1.20651
H 2.14743 -0.69930 2.62821
H 1.70729 -2.20308 2.19888
H 4.28001 -0.50487 -1.08408
H -1.95528 2.59490 -0.27425
H -0.60252 2.82982 -1.37167
H -1.54409 1.45831 -1.39444
H 0.37054 2.48835 0.95769
H 1.00641 1.27364 -0.47115
H -1.37236 -2.50332 -1.96787
H -2.49151 -2.42145 -0.64643
```

Results
- relative energy (zero: lowest compared OMol25 entry of this formula, charge and spin) (kJ/mol) = 644.1
- charge = +1
- LUMO energy (spin up / spin down) (eV) = -4.285 / -4.285
- HOMO (spin up / spin down) (hartree) = -0.4472 / -0.4472
- DFT total energy (eV) = -11911.8659

Atomic partial charges in e from the Mulliken method, atoms 1 to 5: atom 1 (C): -0.287, atom 2 (C): 0.253, atom 3 (C): -0.071, atom 4 (C): 0.468, atom 5 (C): -1.284

---

# 3
C18H25F3HfO3 | ωB97M-V/def2-TZVPD

The geometry in XYZ format:
```
50
Properties=species:S:1:pos:R:3
C 2.76807 -3.19834 0.54102
C 1.16071 -2.90665 0.30758
C 0.54326 -3.54962 -1.06743
C -1.08850 -3.48725 -1.19809
C -1.77716 -2.08237 -0.71029
C -1.88569 -0.93062 -1.89786
C -3.22003 0.01782 -1.79252
C -3.10284 1.25685 -0.71626
C -1.79824 1.17342 0.27133
C -1.61091 2.52182 1.24306
C -0.34722 2.11720 2.26168
C 1.07140 2.45788 1.90122
C 1.70058 3.22811 0.59709
C 2.63946 2.27275 -0.36476
C 2.20980 2.47492 -1.96577
F 1.44082 3.63115 -2.48628
C 2.61961 1.40792 -2.94692
F 3.36098 1.86225 -4.14698
F 2.28733 0.00246 -2.60651
C 1.82906 1.77749 3.21499
O 3.14860 1.60236 3.08242
O 0.89348 1.43562 4.30698
C -0.46355 1.30132 3.68021
O -1.50427 0.59980 4.20313
H 3.40982 -2.42738 -0.10476
H 3.03546 -4.32189 0.30280
H 3.09200 -2.98155 1.66858
H 1.06787 -1.72194 0.19350
H 0.53741 -3.16699 1.28219
H 1.12345 -3.11736 -2.01501
H 0.82987 -4.70839 -1.04831
H -1.52695 -4.34443 -0.50605
H -1.36213 -3.78384 -2.30886
H -2.90804 -2.34881 -0.43503
H -1.31501 -1.62604 0.26366
H -1.99110 -1.53131 -2.92444
H -0.87635 -0.31597 -1.98120
H -3.37605 0.52261 -2.86321
H -4.14642 -0.67688 -1.50780
H -3.22429 2.31874 -1.24845
H -4.06205 1.16391 -0.01166
H -0.77264 1.06005 -0.29213
H -2.00501 0.28730 1.04350
H -2.59422 2.78997 1.83638
H -1.34228 3.43421 0.56103
H 2.37903 4.10726 0.97334
H 0.77961 3.69152 -0.00553
H 3.75616 2.62894 -0.22472
H 2.56349 1.14640 -0.05643
Hf -1.94642 -1.06442 5.69758
```

Results
- relative energy (zero: lowest compared OMol25 entry of this formula, charge and spin) (kJ/mol) = 1284.5
- charge = +4
- LUMO energy (eV) = -17.928
- HOMO (hartree) = -0.7476
- DFT total energy (eV) = -34604.0701

Atomic partial charges in e from the Mulliken method, atoms 1 to 5: atom 1 (C): -0.968, atom 2 (C): 0.061, atom 3 (C): -0.410, atom 4 (C): -0.713, atom 5 (C): -0.057

---

- charge of number 3 (C18H25F3HfO3)?
  +4

---

Copy entry 1 word for word.
C5H7NO | ωB97M-V/def2-TZVPD

The geometry in XYZ format:
```
14
Properties=species:S:1:pos:R:3
C -2.25307 -0.87542 0.17016
C -0.82105 -0.47980 0.08146
C -0.20062 0.59258 -0.47543
C 1.19864 0.45918 -0.18942
N 2.22608 1.31257 -0.62022
C 1.30749 -0.68561 0.52778
O 0.08343 -1.27527 0.69270
H -2.44228 -1.83523 -0.32262
H -2.87097 -0.10842 -0.30514
H -2.56075 -0.97354 1.21671
H -0.67578 1.40096 -1.00855
H 1.90042 2.25674 -0.77629
H 3.01415 1.32614 0.01536
H 2.14100 -1.16713 1.00277
```

Results
- relative energy (zero: lowest compared OMol25 entry of this formula, charge and spin) (kJ/mol) = 68.0
- charge = 0
- LUMO energy (eV) = 1.064
- structure (SMILES) = Cc1cc(N)co1
- HOMO (hartree) = -0.2877
- DFT total energy (eV) = -8835.4985

Atomic partial charges in e from the Mulliken method, atoms 1 to 5: atom 1 (C): -1.119, atom 2 (C): 0.365, atom 3 (C): -0.592, atom 4 (C): 0.863, atom 5 (N): -0.560

---

- Among the records above, which one has the lowest DFT total energy?
  C18H25F3HfO3